{"formula": "C26H20BBrN11OSSeW", "method": "wB97M-V/def2-TZVPD", "energy_ev": -194448.0535, "total_charge": 1, "orbital_gap_ev": [4.540, 4.774], "species": ["W", "C", "C", "N", "N", "C", "B", "N", "C", "C", "C", "N", "N", "C", "C", "C", "N", "H", "H", "H", "H", "H", "H", "H", "H", "H", "H", "S", "N", "C", "C", "C", "C", "C", "N", "C", "C", "N", "C", "C", "C", "C", "C", "N", "H", "H", "H", "H", "H", "H", "O", "C", "C", "C", "N", "C", "Br", "C", "H", "H", "H", "H", "Se"], "coordinates": [[0.581611, -0.039760, -0.503306], [1.467411, -2.097460, -4.372906], [1.233311, -0.967460, -3.601706], [0.847211, -1.324560, -2.364906], [0.839411, -2.682360, -2.337706], [1.206911, -3.161060, -3.529606], [0.621311, -3.443460, -1.026206], [-0.685389, -2.921660, -0.390706], [-1.756689, -3.596860, 0.030394], [-2.676689, -2.692660, 0.536394], [-2.075189, -1.455160, 0.383194], [-0.866189, -1.599160, -0.187006], [1.788611, -2.985060, -0.129806], [2.838611, -3.666260, 0.345694], [3.761011, -2.762860, 0.840394], [3.188111, -1.517060, 0.624194], [1.992811, -1.657960, 0.034194], [1.794811, -2.135560, -5.388206], [1.343211, 0.068840, -3.874106], [1.279511, -4.213960, -3.707906], [0.606211, -4.608860, -1.175306], [-1.812589, -4.663560, -0.045206], [-3.636689, -2.904360, 0.953994], [-2.440589, -0.480860, 0.664994], [2.864111, -4.735960, 0.308894], [4.715111, -2.957660, 1.280994], [3.593611, -0.540460, 0.834294], [0.248611, 3.990840, 6.024194], [0.062311, 4.418340, 4.483394], [0.130511, 3.331140, 3.716494], [-0.007589, 3.272740, 2.314194], [-0.332989, 4.365740, 1.474794], [-0.494689, 4.171540, 0.147694], [-0.293889, 2.849740, -0.499806], [0.117911, 1.776940, 0.374394], [0.168511, 1.999340, 1.708094], [0.385011, 0.829740, 2.472694], [0.461511, -0.333260, 1.717994], [0.469811, -1.486360, 2.458794], [0.448311, -1.526460, 3.827894], [0.460811, -0.347160, 4.579394], [0.421411, 0.851940, 3.884294], [0.348911, 2.143740, 4.497794], [0.418011, 2.398140, 5.791694], [-0.434589, 5.336840, 1.933294], [-0.714489, 4.998340, -0.505506], [0.446111, 2.968040, -1.318106], [0.446511, -2.426060, 1.915294], [0.407811, -2.483060, 4.322694], [0.467011, -0.352460, 5.654994], [-2.855789, 3.373540, -4.530906], [-2.418789, 2.647040, -3.498906], [-2.114289, 3.111640, -2.266906], [-1.588189, 2.222740, -1.198606], [-1.192089, 0.854240, -1.609106], [-1.803489, 0.452940, -2.753506], [-2.068189, -1.431060, -3.012106], [-2.368189, 1.227340, -3.708306], [-2.876689, 4.320140, -4.341106], [-2.270989, 4.140540, -1.987806], [-2.324489, 2.140240, -0.370706], [-2.816189, 0.810440, -4.594106], [2.453611, 1.125140, -1.307606]], "forces_ev_per_angstrom": [[-0.639, 1.687, -0.583], [-0.139, 0.066, 0.261], [-0.061, -0.145, 0.324], [0.368, 0.359, -0.132], [-0.178, 0.144, -0.026], [-0.006, 0.416, -0.089], [-0.118, 0.692, -0.048], [0.114, -0.167, -0.022], [-0.087, 0.331, 0.011], [0.230, 0.106, -0.033], [0.188, -0.008, -0.025], [-0.573, -0.870, 0.341], [-0.027, 0.040, 0.216], [-0.025, 0.345, 0.055], [-0.219, 0.144, 0.025], [-0.003, -0.085, -0.120], [0.442, -0.047, 0.065], [0.045, -0.003, -0.284], [-0.090, 0.005, 0.078], [-0.033, -0.267, 0.054], [-0.009, -0.405, -0.022], [0.082, -0.234, -0.093], [-0.254, -0.046, 0.080], [0.021, 0.045, -0.117], [-0.030, -0.240, -0.119], [0.197, -0.119, 0.102], [-0.109, -0.025, 0.027], [-0.009, -0.688, -0.961], [-0.108, 0.429, -0.365], [0.188, -0.138, 1.501], [0.180, -1.762, -1.226], [-0.175, 0.552, -0.884], [0.172, -0.171, 0.842], [-0.974, -0.408, -1.095], [-0.050, -0.843, 0.220], [-0.006, 1.091, 0.157], [0.112, -1.194, -0.174], [0.143, 1.054, 1.861], [-0.093, 0.366, -1.343], [0.012, 0.507, 0.670], [-0.015, -0.209, -0.806], [0.048, -0.581, -0.375], [-0.212, 1.149, 0.342], [0.131, -0.379, 0.439], [-0.064, 0.147, -0.066], [-0.109, 0.130, -0.091], [-0.053, -0.114, 0.273], [0.123, 0.242, -0.088], [0.072, -0.119, -0.024], [0.001, -0.004, 0.208], [-0.262, 0.230, -0.669], [0.426, 0.405, 1.644], [0.085, 0.060, -0.929], [0.665, 0.449, 1.062], [1.584, -0.203, 0.672], [-0.313, -0.513, -0.762], [-0.344, 0.053, -0.314], [0.345, -0.556, 0.095], [0.049, -0.177, 0.178], [-0.001, 0.267, -0.101], [0.029, -0.022, -0.070], [-0.125, -0.135, 0.062], [-0.541, -0.637, 0.195]], "mulliken_charge": [0.25, -1.19, -0.33, 0.36, 0.33, -0.32, -0.43, 0.39, -0.55, -1.25, -0.40, 0.75, 0.17, -0.28, -1.34, -0.15, 0.38, 0.47, 0.54, 0.49, -0.07, 0.51, 0.53, 0.46, 0.50, 0.49, 0.49, 0.20, -0.68, 0.79, 0.39, -1.21, -0.73, 0.09, 0.69, 0.18, -0.38, 0.37, -0.15, -1.13, -0.69, 0.45, 0.85, -0.70, 0.56, 0.55, -0.07, 0.26, 0.49, 0.57, -0.55, 0.74, -1.23, 0.29, 0.09, 0.12, -0.12, -0.84, 0.30, 0.44, 0.07, 0.49, -0.30]}

{"formula": "C26H20BrN2OReS2", "method": "wB97M-V/def2-TZVPD", "energy_ev": -126147.6770, "total_charge": 1, "s_squared": 0.776, "orbital_gap_ev": [5.267, 5.658], "multiplicity": 2, "species": ["Re", "C", "C", "N", "N", "C", "S", "S", "C", "C", "C", "C", "C", "C", "C", "C", "C", "C", "C", "C", "C", "O", "H", "H", "H", "H", "H", "H", "H", "H", "H", "H", "H", "H", "H", "H", "Br", "C", "C", "C", "C", "C", "C", "C", "C", "C", "C", "H", "H", "H", "H", "H", "H"], "coordinates": [[-1.092858, 1.904423, 0.155275], [3.156442, 2.942523, 0.634875], [1.791842, 2.953423, 0.025175], [0.913842, 2.078323, 0.532575], [1.486242, 1.190023, 1.371075], [0.768342, 0.476523, 2.163375], [-0.956958, 0.774923, 2.341175], [1.717942, -0.659877, 3.088375], [0.693742, -2.191877, 3.360175], [0.604442, -2.975677, 2.096275], [-0.192958, -2.301377, 1.052075], [-0.030158, -3.255477, -0.866625], [0.787542, -4.463377, -0.591125], [1.308542, -4.822077, 0.598475], [1.270142, -4.122777, 1.858075], [1.475242, 3.884023, -1.006025], [2.505442, 4.589323, -1.672025], [2.241742, 5.583523, -2.574925], [0.919842, 5.955323, -2.847825], [-0.113258, 5.251923, -2.289125], [0.124642, 4.172123, -1.409825], [-0.889458, 3.499123, -0.983725], [3.063642, 2.815623, 1.712475], [3.702942, 3.855523, 0.432875], [3.722942, 2.087023, 0.269775], [-0.278658, -1.871777, 3.730675], [1.241942, -2.711577, 4.143875], [-0.688858, -1.435477, 1.483475], [-0.331758, -3.180977, -1.908425], [0.960142, -5.113977, -1.436625], [1.870542, -5.746177, 0.621875], [1.837442, -4.572577, 2.660575], [3.530542, 4.315923, -1.489225], [3.054442, 6.087523, -3.071925], [0.717242, 6.780823, -3.511525], [-1.141458, 5.488723, -2.516425], [-3.547658, 1.678123, -0.377325], [-3.514758, -0.267077, -0.473225], [-4.727558, -0.914277, -0.572325], [-4.743558, -2.297277, -0.525525], [-3.558358, -2.974177, -0.307925], [-2.336958, -2.319477, -0.213825], [-1.153658, -3.131977, 0.190875], [0.616242, -1.989477, -0.243625], [0.192742, -0.657577, -0.712625], [-1.036758, -0.121077, -0.498025], [-2.271258, -0.911977, -0.369825], [-5.640258, -0.351077, -0.671025], [-5.674158, -2.833877, -0.607725], [-3.577358, -4.047677, -0.190625], [-1.472858, -4.082077, 0.613575], [1.700242, -2.037177, -0.161325], [0.994542, -0.003477, -1.036725]], "forces_ev_per_angstrom": [[1.381, -2.849, 0.906], [0.135, 0.123, 0.039], [-0.010, -0.425, 0.497], [-0.944, 1.082, -0.596], [1.002, -1.517, 0.693], [-0.208, 0.692, -0.508], [-0.174, 1.627, -1.236], [0.140, -0.395, 0.485], [0.164, 0.448, -0.129], [0.330, -0.663, -0.025], [-0.073, 0.173, 0.052], [-0.233, 0.217, -0.218], [0.368, -0.339, 0.374], [-0.030, -0.320, -0.978], [-0.428, 0.838, 0.708], [-1.023, 0.439, -0.571], [-0.033, 0.063, 0.051], [0.072, 0.019, -0.035], [0.202, -0.239, 0.142], [-0.245, -0.497, 0.245], [2.292, 0.769, -0.413], [-2.238, -0.806, 0.976], [0.074, 0.013, -0.098], [-0.029, 0.004, -0.054], [0.068, -0.086, 0.007], [-0.038, -0.120, 0.098], [-0.040, 0.040, 0.055], [0.049, -0.125, -0.044], [0.019, -0.065, -0.042], [0.047, -0.127, -0.016], [0.007, -0.077, -0.084], [0.095, 0.029, 0.125], [0.127, 0.053, 0.071], [0.103, 0.052, -0.019], [-0.045, 0.071, -0.086], [-0.095, -0.002, -0.004], [-0.043, -0.569, -0.264], [0.284, -0.155, 0.178], [-0.078, 0.158, -0.018], [0.102, 0.195, 0.002], [0.063, 0.072, -0.053], [-0.237, 0.221, 0.026], [0.111, -0.198, -0.055], [0.214, -0.154, -0.171], [-0.054, 0.530, 0.299], [0.073, 1.612, -0.371], [-0.872, 0.126, -0.062], [-0.145, 0.071, 0.000], [-0.126, -0.032, -0.005], [0.022, -0.092, 0.029], [-0.067, -0.002, 0.001], [-0.003, 0.054, 0.025], [-0.034, 0.065, 0.072]], "mulliken_spin": [1.07, 0.00, 0.01, -0.04, 0.00, 0.00, -0.06, 0.00, 0.00, 0.00, 0.00, -0.01, 0.00, 0.00, 0.00, 0.01, 0.00, 0.00, 0.01, -0.01, 0.03, 0.04, 0.00, 0.00, 0.00, 0.00, 0.00, -0.01, 0.00, 0.00, 0.00, 0.00, 0.00, 0.00, 0.00, 0.00, 0.01, -0.01, 0.00, 0.00, 0.01, 0.00, 0.00, 0.00, 0.03, -0.10, 0.00, 0.00, 0.00, 0.00, 0.00, 0.00, 0.00]}

> What is the formula in the first record?

C26H20BBrN11OSSeW